[1]
DFT (ωB97M-V/def2-TZVPD) results for C3H7NO2S in the gas phase at a distorted geometry.

Relative energy (zero: lowest compared OMol25 entry of this formula, charge and spin) (kJ/mol): 376.54
E_HOMO (eV): -8.7
E_tot (eV): -19641.70168
Gap between HOMO and LUMO (Eh): 0.336
SMILES: OCCN(O)C=S
Strongest force on any atom (Eh/bohr): 0.085
Net charge: 0

Structure (XYZ):
```
14
Properties=species:S:1:pos:R:3:forces:R:3
O 3.504270 -0.272473 -0.174828 -1.870 -2.155 -2.319
C 2.134680 -0.067879 -0.511766 -0.147 -0.533 -2.769
C 1.258576 -0.106247 0.652033 -1.493 -2.461 2.976
N -0.183525 0.102813 0.223812 1.889 -2.283 0.672
O -0.437612 1.374620 -0.028012 -2.003 2.005 0.702
C -1.156920 -0.778554 0.107810 -2.317 3.382 -0.643
S -2.793127 -0.199637 -0.149721 2.243 -0.888 0.391
H 3.748948 0.431665 0.324907 1.566 3.281 2.382
H 1.771680 0.889037 -1.071294 1.604 -1.479 0.287
H 1.926915 -1.021512 -1.109859 -0.103 1.698 0.305
H 1.500120 0.603918 1.489464 -0.391 -0.269 -1.050
H 1.421730 -1.169548 1.137022 -0.947 1.951 -0.780
H -1.476915 1.402495 0.141280 1.416 0.048 -0.642
H -0.869043 -1.762642 0.051584 0.553 -2.295 0.488
```
Positions in Å, forces in eV/Å.

=====

[2]
DFT (ωB97M-V/def2-TZVPD) results for a molecular structure, C4BO8Tl at a distorted geometry.

Relative energy (zero: lowest compared OMol25 entry of this formula, charge and spin) (kJ/mol): 0.00
E_HOMO (eV): -17.4
E_tot (eV): -25878.56013
Gap between HOMO and LUMO (Eh): 0.113
Strongest force on any atom (Eh/bohr): 0.082
Net charge: +2

Structure (XYZ):
```
14
Properties=species:S:1:pos:R:3:forces:R:3
Tl 7.719052 8.384328 -3.751679 -0.111 0.101 0.065
O 10.697336 7.646274 -3.659064 -1.098 0.579 0.322
C 11.653993 7.099593 -4.042187 0.981 0.070 -0.498
O 12.003335 5.855860 -4.006684 0.518 -1.247 -0.097
B 13.328433 5.617771 -4.607609 -0.514 2.219 0.231
O 13.822645 6.939476 -5.007629 0.163 -1.172 0.113
C 12.911925 7.862157 -4.844375 -0.047 -0.698 0.133
O 12.860472 8.963548 -5.193954 -0.199 1.366 -0.191
O 13.262009 4.719118 -5.776909 0.256 -0.071 0.806
C 13.838886 3.600088 -5.568886 -1.957 -0.503 -3.674
O 13.876862 2.596594 -6.146102 0.705 -0.374 0.826
C 14.668406 3.840885 -4.075951 1.729 0.980 3.427
O 14.247609 4.964804 -3.653750 -0.743 0.048 -0.767
O 15.427957 3.080462 -3.664231 0.316 -1.299 -0.694
```
Positions in Å, forces in eV/Å.